One molecule with the formula C8H11NOS at a distorted geometry. Source: the OMol25 dataset; level of theory: wB97M-V/def2-TZVPD.

Geometry as XYZ:
```
22
Properties=species:S:1:pos:R:3:forces:R:3:lowdin_charge:R:1
S 0.655 -0.279 2.697 -0.8 -0.1 2.6 0.770
O 3.620 -0.272 1.345 -1.4 -0.2 3.0 -0.008
N -0.138 -0.357 -0.223 2.4 1.2 2.1 0.049
C -2.589 -0.186 -0.803 -1.0 4.5 2.2 -0.060
C -1.616 1.406 0.966 2.3 0.3 -1.9 -0.065
C -1.510 -0.035 0.274 1.8 2.6 -1.4 -0.378
C 1.691 -0.706 -1.684 -0.1 0.9 -1.9 -0.110
C 2.656 -0.512 -0.773 0.3 -0.4 1.1 -0.010
C 0.371 -0.460 -1.412 -4.4 -0.5 0.3 -0.148
C 2.452 -0.327 0.618 0.2 -0.2 -1.3 -0.388
C 1.247 -0.285 1.267 -0.5 -0.2 -4.0 -0.618
H -1.521 -0.717 1.057 -1.1 -1.5 1.5 0.079
H 1.873 -0.712 -2.752 0.6 -0.4 0.2 0.106
H -2.531 1.412 1.421 -2.8 0.1 0.9 0.028
H -2.557 -1.127 -1.156 -0.2 -3.1 -1.7 0.027
H 3.276 -0.366 2.314 1.3 0.3 -2.2 0.120
H -0.970 1.669 1.812 0.5 -0.7 -0.5 0.030
H -0.422 -0.487 -2.216 1.1 0.2 0.4 0.137
H 3.657 -0.598 -1.146 0.6 0.1 0.3 0.121
H -2.512 0.636 -1.591 0.1 -1.3 0.9 0.108
H -1.545 2.287 0.258 -0.2 -1.2 0.4 0.100
H -3.587 0.016 -0.273 1.3 -0.5 -0.9 0.110
```
Forces are in eV/Å.

Results
E: -22843.9148 eV
Charge: 0
HOMO (spin up / spin down): -7.308 / -7.308 eV
Structure (SMILES): CC(C)/N=C/C=C\C(O)=C=S
HOMO-LUMO gap (spin up / spin down): 7.25 / 7.25 eV

A 2-piece molecular cluster, C8H11NS overall at a distorted geometry. Source: the OMol25 dataset; level of theory: wB97M-V/def2-TZVPD.

Geometry as XYZ:
```
21
Properties=species:S:1:pos:R:3:forces:R:3:lowdin_charge:R:1
S -0.399 -1.986 0.186 -0.7 1.8 -0.2 0.790
N 1.629 0.322 -0.480 -0.5 3.8 -0.5 -0.167
C -3.838 -0.442 0.848 0.5 -3.6 0.6 -0.128
C 2.406 -1.789 -1.343 1.2 0.3 -0.2 -0.005
C 1.397 1.069 1.955 1.2 1.8 1.1 0.035
C 1.406 0.721 0.719 -0.5 -0.3 -0.2 -0.102
C 1.593 -0.895 -0.893 -0.5 -2.7 0.1 -0.367
C -2.408 0.027 0.640 -0.9 2.8 -0.8 -0.290
C -1.369 -0.720 0.414 1.2 -2.2 0.2 -0.630
C 1.607 1.360 -1.600 0.9 0.4 0.5 0.047
H 0.521 1.164 2.544 -1.2 -0.3 0.2 0.046
H 0.820 1.313 -2.352 -0.5 -0.6 0.7 0.095
H 1.894 -2.682 -1.457 -0.4 -2.1 -0.8 0.010
H 1.581 2.337 -1.082 0.2 -0.4 -0.6 0.100
H -4.254 -0.414 1.859 0.6 0.3 0.3 0.057
H -2.309 1.143 0.385 0.0 -1.6 0.6 0.111
H 3.473 -1.744 -1.563 -0.1 0.2 0.2 0.066
H -4.584 0.043 0.278 -0.4 0.8 -1.1 0.038
H -3.897 -1.592 0.591 0.1 2.2 0.3 0.110
H 2.202 1.609 2.523 0.0 -1.0 -0.8 0.080
H 2.531 1.158 -2.173 -0.3 0.5 0.6 0.102
```
Forces are in eV/Å.

Results
E: -20791.6981 eV
Charge: 0
HOMO (spin up / spin down): -6.734 / -6.733 eV
HOMO-LUMO gap (spin up / spin down): 7.00 / 7.00 eV